# 1
Here is a 3-piece molecular cluster, C3H13NO3 overall at a distorted geometry from the Open Molecules 2025 dataset. Energies are from ωB97M-V/def2-TZVPD.

Last column: Löwdin charge in e.
Cartesian coordinates (Å):
1 C -0.224 0.646 0.858  -0.247
2 C 0.129 -0.799 0.570  -0.416
3 C 1.260 -1.194 1.483  -0.061
4 O 0.609 -0.805 -0.808  -0.066
5 N -1.157 1.208 -0.116  -0.004
6 H -0.706 0.673 1.848  0.121
7 H 0.704 1.226 0.949  0.117
8 H -0.682 -1.526 0.671  0.140
9 H 1.427 -2.279 1.463  0.081
10 H 2.220 -0.769 1.197  0.088
11 H 0.949 -1.023 2.517  0.084
12 H -0.142 -1.114 -1.321  0.070
13 H -0.504 1.543 -0.830  0.066
14 H -1.650 2.052 0.156  0.088
15 H 1.856 0.683 -1.894  0.025
16 H 2.131 2.185 -2.115  0.023
17 O 1.652 1.563 -1.604  -0.031
18 H -2.168 -0.106 -0.967  -0.016
19 H -3.161 -1.241 -0.688  0.039
20 O -2.543 -0.924 -1.369  -0.101

Results
* total energy: -10954.5052 eV
* net charge: 0
* SMILES: C[C@H](O)CN.O.O
* largest force on an atom: 2.06 eV Å⁻¹
* multiplicity: 1

***

# 2
Here is C3H13NO3S as an isolated structure at a distorted geometry from the Open Molecules 2025 dataset. Energies are from ωB97M-V/def2-TZVPD.

Last column: Löwdin charge in e.
Cartesian coordinates (Å):
1 C -0.113 -1.066 -0.125  -0.404
2 C 0.392 -1.011 1.329  -0.578
3 S -0.770 -0.172 2.357  0.936
4 N 0.818 -1.687 -1.062  0.047
5 C -2.694 1.176 -0.013  -0.218
6 O -2.629 0.257 -1.216  -0.161
7 H -0.376 -0.054 -0.429  0.055
8 H -1.083 -1.572 -0.166  0.098
9 H 0.819 -1.986 1.636  0.102
10 H 1.343 -0.359 1.222  0.119
11 H -3.218 -0.025 -0.367  0.092
12 H 1.651 -1.097 -1.000  0.032
13 H -1.696 1.661 -0.091  0.084
14 H -3.439 1.912 -0.360  0.091
15 H -2.772 1.018 1.077  0.037
16 H 1.842 2.316 -0.323  0.025
17 H 2.360 0.893 -0.141  -0.064
18 O 1.494 1.419 -0.348  -0.146
19 H 4.282 -0.039 0.014  -0.020
20 H 0.463 -1.446 -2.003  0.100
21 O 3.327 -0.140 0.010  -0.226

Results
* total energy: -21780.2514 eV
* net charge: 0
* largest force on an atom: 6.45 eV Å⁻¹
* multiplicity: 1

***

# 3
Here is a 4-piece molecular cluster, C3H13NO4 overall at a distorted geometry from the Open Molecules 2025 dataset. Energies are from ωB97M-V/def2-TZVPD.

Last column: Löwdin charge in e.
Cartesian coordinates (Å):
1 O -0.836 -0.296 1.447  0.028
2 C -1.359 -0.921 0.559  -0.201
3 C -0.606 -1.936 -0.290  -0.428
4 C -0.988 -1.675 -1.752  -0.069
5 N 0.821 -1.987 -0.105  0.052
6 H -2.394 -0.722 0.236  0.129
7 H -0.965 -2.947 -0.064  0.144
8 H -0.465 -2.423 -2.351  0.078
9 H -0.524 -0.760 -2.122  0.065
10 H -2.059 -1.734 -1.910  0.077
11 H 1.036 -2.283 0.846  0.083
12 H 1.270 -1.091 -0.236  0.074
13 H 0.484 0.825 1.977  0.012
14 H 1.247 2.149 2.211  0.065
15 O 1.390 1.202 1.996  -0.082
16 H -1.110 2.364 -1.708  0.052
17 H 0.025 1.974 -0.816  -0.010
18 O -0.775 1.590 -1.217  -0.074
19 H 1.934 1.935 0.294  0.026
20 H 2.558 2.610 -0.925  0.046
21 O 1.730 2.537 -0.462  -0.067

Results
* total energy: -13001.9651 eV
* net charge: 0
* SMILES: C[C@@H](N)C=O.O.O.O
* largest force on an atom: 1.44 eV Å⁻¹
* multiplicity: 1